1.
Below is a molecular structure, C49H50N9O3PRbS4, with properties calculated with the ωB97M-V functional and the def2-TZVPD basis.

Each line ends with the Löwdin charge.
Atoms and positions in Å:
1 Rb -0.28790 -0.09000 -0.00076  0.729
2 N -1.83834 3.54678 3.22891  0.172
3 C -3.10961 3.24335 2.77677  -0.189
4 C -4.37821 3.69841 3.11830  -0.029
5 C -5.43762 3.17158 2.39989  -0.099
6 C -5.24907 2.23560 1.37147  -0.078
7 C -3.98731 1.78274 1.03528  -0.012
8 C -2.91432 2.29121 1.76780  -0.238
9 N -1.56940 2.00894 1.63256  0.138
10 C -0.96638 2.77983 2.48896  -0.263
11 C 0.48512 2.86594 2.58900  -0.312
12 C 1.21417 3.69803 3.39394  -0.349
13 S 2.87812 3.51206 3.04494  1.036
14 C 2.47782 2.33598 1.86849  -0.477
15 N 1.21618 2.07984 1.73497  0.046
16 H -1.59276 4.22730 3.92350  0.151
17 H -4.53807 4.43327 3.89638  0.102
18 H -6.44309 3.50254 2.62680  0.096
19 H -6.10869 1.87996 0.81966  0.105
20 H -3.80628 1.08907 0.22326  0.116
21 H 0.86236 4.39970 4.12977  0.065
22 H 3.22910 1.87783 1.24391  0.048
23 O -4.54480 -0.61913 -4.79986  0.026
24 C -4.58441 0.62511 -4.29918  -0.281
25 C -5.49058 1.52191 -4.87039  -0.033
26 C -5.59767 2.81394 -4.39286  -0.112
27 C -4.80017 3.24395 -3.33834  -0.111
28 C -3.89324 2.35955 -2.78032  -0.052
29 C -3.76207 1.05233 -3.23860  -0.066
30 C -2.72899 0.17883 -2.57294  -0.494
31 O -1.97863 0.68836 -1.72214  -0.237
32 N -2.73087 -1.09334 -2.97369  -0.026
33 N -1.69895 -1.83940 -2.41544  -0.048
34 C -1.87378 -3.08450 -2.55857  -0.908
35 S -0.58934 -4.21617 -2.10332  0.906
36 C -1.72054 -5.61866 -1.97428  -0.544
37 C -2.67483 -5.52967 -3.15606  -0.551
38 S -3.32454 -3.83803 -3.24003  0.915
39 H -3.86193 -1.11852 -4.25637  0.050
40 H -6.10277 1.17072 -5.69090  0.107
41 H -6.30946 3.49207 -4.84997  0.092
42 H -4.87812 4.25642 -2.96318  0.089
43 H -3.23135 2.66057 -1.97708  0.106
44 H -2.27246 -5.57485 -1.03340  0.070
45 H -1.13561 -6.53806 -1.99970  0.072
46 H -3.51757 -6.21144 -3.03809  0.067
47 H -2.14916 -5.77371 -4.08015  0.069
48 O 1.89451 -1.97015 -0.38965  -0.044
49 C 1.88483 -1.59380 -1.52641  -0.295
50 C 2.03803 -1.14296 -2.75214  -0.239
51 C 1.94236 -2.04732 -3.90783  -0.078
52 C 2.21820 -1.61173 -5.15225  -0.136
53 C 2.58495 -0.25466 -5.44026  -0.153
54 C 2.57020 0.62886 -4.39664  -0.167
55 C 2.25447 0.30002 -3.06560  -0.386
56 P 2.16152 1.47557 -1.77665  1.016
57 C 3.78989 2.33385 -1.70283  -0.341
58 C 4.81253 1.69948 -0.99394  -0.121
59 C 6.08354 2.24422 -0.91401  -0.099
60 C 6.36223 3.45048 -1.54488  -0.112
61 C 5.36112 4.09109 -2.25827  -0.095
62 C 4.09053 3.53745 -2.33701  -0.089
63 C 1.05770 2.83600 -2.29445  -0.367
64 C 0.96207 3.98562 -1.50876  -0.120
65 C 0.03198 4.96840 -1.80178  -0.098
66 C -0.83110 4.80968 -2.87967  -0.102
67 C -0.75733 3.66337 -3.65450  -0.082
68 C 0.17866 2.68088 -3.36307  -0.072
69 H 1.65642 -3.07706 -3.74021  0.070
70 H 2.14611 -2.32826 -5.96403  0.089
71 H 2.80260 0.06144 -6.44995  0.067
72 H 2.78841 1.67724 -4.59439  0.101
73 H 4.60586 0.74703 -0.51768  0.077
74 H 6.85825 1.72675 -0.36083  0.095
75 H 7.35319 3.88291 -1.48506  0.091
76 H 5.56913 5.02687 -2.76294  0.096
77 H 3.31689 4.05050 -2.89526  0.101
78 H 1.61960 4.10808 -0.65355  0.097
79 H -0.02883 5.85536 -1.18214  0.092
80 H -1.57025 5.56896 -3.10389  0.095
81 H -1.44794 3.51647 -4.47521  0.106
82 H 0.21775 1.76988 -3.94648  0.107
83 C 4.48052 -2.84950 0.99696  -0.048
84 N 3.70315 -2.09262 1.95823  -0.196
85 C 3.80818 -0.65446 1.80748  -0.094
86 C 2.88125 -2.64323 2.85826  -0.790
87 S 1.70293 -1.79656 3.68046  0.688
88 N 3.09922 -4.02455 3.05629  -0.239
89 C 4.33715 -4.28015 3.78616  -0.074
90 C 1.99125 -4.77227 3.62463  -0.122
91 H 4.35498 -2.38142 0.01953  0.088
92 H 4.12768 -3.87503 0.95515  0.095
93 H 5.54439 -2.83594 1.25704  0.086
94 H 4.86548 -0.38654 1.72459  0.098
95 H 3.36434 -0.18254 2.67810  0.029
96 H 3.26855 -0.33802 0.91538  0.062
97 H 5.17202 -3.75991 3.32228  0.073
98 H 4.55140 -5.34929 3.77051  0.086
99 H 4.25549 -3.94885 4.82998  0.093
100 H 1.09112 -4.60042 3.04059  0.053
101 H 1.78475 -4.49682 4.66446  0.069
102 H 2.24755 -5.83218 3.57338  0.085
103 C -4.99100 -1.59443 4.33288  -0.029
104 C -3.81634 -1.92594 3.47912  -0.312
105 C -3.17341 -3.11604 3.21503  0.007
106 C -2.14676 -2.79021 2.30312  -0.346
107 N -2.15745 -1.49584 2.03440  0.052
108 N -3.16905 -0.99066 2.75712  0.035
109 C -1.13757 -3.67466 1.65342  -0.030
110 H -5.31455 -2.47672 4.88207  0.074
111 H -5.83197 -1.24419 3.73164  0.078
112 H -4.75171 -0.81599 5.05968  0.076
113 H -3.41718 -4.08387 3.61843  0.101
114 H -3.39030 -0.01068 2.67383  0.125
115 H -1.26092 -4.71062 1.97166  0.080
116 H -0.12833 -3.34550 1.90701  0.037
117 H -1.22700 -3.63850 0.56702  0.041

Output
Energy above the lowest of the compared OMol25 structures with the same formula, charge and spin: 94.8 kJ/mol
LUMO level: 1.544 eV
Kohn-Sham gap: 0.136 hartree
2S+1: 1
Total charge: -1

=====

2.
Below is a molecular structure, C49H51BrCl2N5O3STeTm, with properties calculated with the ωB97M-V functional and the def2-TZVPD basis.

Each line ends with the Löwdin charge.
Atoms and positions in Å:
1 Tm 12.87613 16.41868 11.95168  1.023
2 Cl 15.78838 16.02448 12.92551  0.567
3 C 16.22316 15.89789 11.13521  -0.846
4 Cl 14.88013 15.65633 10.05191  0.601
5 H 16.89218 15.05978 11.01311  0.017
6 H 16.75834 16.82386 10.93397  0.051
7 C 8.76782 15.32716 19.03318  -0.051
8 C 9.53779 16.51321 18.44657  -0.579
9 C 8.54910 17.56158 17.92829  -0.047
10 C 10.36476 17.12297 19.59636  -0.047
11 C 10.43652 16.07701 17.32390  -0.192
12 C 11.57297 16.77354 16.96965  -0.094
13 C 12.24104 16.42935 15.79676  -0.522
14 Br 13.19414 17.85238 14.94793  0.929
15 C 12.02393 15.25823 15.01704  -0.368
16 O 12.53640 15.13836 13.79263  -0.352
17 C 11.09908 14.32794 15.68825  -0.098
18 C 10.14953 14.94070 16.54145  0.013
19 C 11.12754 12.83396 15.58388  -0.548
20 C 12.55509 12.40849 15.94615  -0.029
21 C 10.69955 12.33290 14.19077  -0.037
22 C 10.14308 12.17582 16.60227  -0.050
23 H 8.37960 15.58268 20.01097  0.084
24 H 9.50311 14.50008 19.14440  0.098
25 H 7.95408 14.97777 18.38868  0.085
26 H 7.79107 17.79460 18.73596  0.107
27 H 7.89772 17.19060 17.09292  0.078
28 H 9.06330 18.51390 17.70710  0.088
29 H 9.75340 17.29467 20.49570  0.094
30 H 10.83064 18.07147 19.24912  0.081
31 H 11.18163 16.42786 19.87435  0.104
32 H 11.88682 17.67724 17.53440  0.115
33 H 9.19557 14.43386 16.69877  0.105
34 H 13.27119 12.77880 15.14789  0.047
35 H 12.61614 11.30955 16.01614  0.095
36 H 12.79514 12.85665 16.93216  0.107
37 H 11.49263 12.54321 13.44196  0.071
38 H 9.76867 12.81672 13.77281  0.085
39 H 10.52867 11.25045 14.20240  0.087
40 H 10.32832 12.58529 17.60982  0.088
41 H 10.25458 11.08406 16.62232  0.092
42 H 9.08579 12.39074 16.35204  0.088
43 O 7.07212 16.13998 6.71313  0.112
44 C 7.45108 17.27795 7.36424  -0.431
45 O 6.63046 18.19565 7.47802  0.104
46 C 8.82097 17.38662 7.93054  -0.118
47 C 9.81688 16.39372 7.76708  0.018
48 C 11.02810 16.59953 8.44118  -0.024
49 C 11.22929 17.74480 9.25925  -0.291
50 C 10.23709 18.76127 9.26909  -0.015
51 C 9.05088 18.58800 8.60568  0.011
52 N 12.38557 17.84920 10.06669  -0.037
53 C 13.12909 18.98088 9.88675  -0.001
54 C 14.02172 19.44763 10.90729  -0.231
55 C 14.74198 20.66430 10.78322  0.029
56 C 15.45210 21.14554 11.88606  0.020
57 C 15.53790 20.30584 13.03540  0.013
58 C 14.98617 19.05683 12.97476  -0.295
59 N 14.23941 18.57670 11.97466  -0.014
60 H 7.73827 15.40812 6.72527  0.114
61 H 9.67250 15.53712 7.14039  0.110
62 H 11.84017 15.86112 8.40408  0.080
63 H 10.42854 19.68443 9.83008  0.125
64 H 8.23882 19.32650 8.70230  0.146
65 H 13.15227 19.46560 8.89503  0.163
66 H 14.74521 21.13518 9.80003  0.132
67 H 15.86570 22.13173 11.81282  0.121
68 H 16.05769 20.59933 13.97310  0.145
69 H 15.18213 18.34782 13.76039  -0.026
70 C 10.76469 11.92510 9.17925  -0.021
71 N 10.01922 12.98924 9.87305  -0.107
72 C 8.61257 13.00064 10.04833  0.014
73 C 8.36725 13.93688 11.00245  -0.013
74 N 9.57801 14.58598 11.30303  0.036
75 C 10.61318 13.96713 10.65622  -0.657
76 S 12.23750 14.22299 10.52386  0.655
77 C 9.61274 15.70409 12.22403  -0.176
78 C 8.60415 15.83663 13.19579  0.019
79 C 8.45913 17.04455 13.83493  0.022
80 C 9.24774 18.12671 13.32951  -0.009
81 C 10.28425 17.88456 12.47526  -0.137
82 N 10.60867 16.61491 12.05780  -0.018
83 H 10.10681 11.53848 8.38776  0.103
84 H 11.02672 11.08980 9.86753  0.114
85 H 11.66568 12.35394 8.72312  0.065
86 H 7.96493 12.29854 9.54519  0.137
87 H 7.43062 14.30092 11.42400  0.135
88 H 7.94745 15.01407 13.40967  0.122
89 H 7.80673 17.18703 14.69689  0.121
90 H 9.09350 19.15684 13.72560  0.141
91 H 10.90696 18.71393 12.11823  0.114
92 Te 15.17565 12.67597 12.69203  1.349
93 C 14.70326 10.78476 11.98718  -0.554
94 C 14.27841 10.54390 10.66232  -0.155
95 C 13.87757 9.25912 10.31686  -0.106
96 C 13.91273 8.20374 11.23507  -0.071
97 C 14.37643 8.43397 12.54984  -0.070
98 C 14.74883 9.72670 12.92926  -0.138
99 C 17.25669 12.49574 12.35796  -0.548
100 C 17.76636 12.34288 11.06262  -0.157
101 C 19.16252 12.30091 10.86624  -0.074
102 C 20.03093 12.22823 11.98156  -0.070
103 C 19.49641 12.40517 13.25533  -0.084
104 C 18.12229 12.60130 13.46373  -0.138
105 H 14.26672 11.36538 9.94536  0.084
106 H 13.54288 9.07286 9.27749  0.113
107 H 13.63230 7.17894 10.92722  0.117
108 H 14.48465 7.58353 13.23008  0.112
109 H 15.05479 9.96752 13.95679  0.094
110 H 17.09373 12.32619 10.17637  0.106
111 H 19.54328 12.33706 9.83061  0.112
112 H 21.10436 12.04762 11.83172  0.115
113 H 20.13960 12.29357 14.12632  0.110
114 H 17.67968 12.69170 14.46474  0.095

Output
LUMO level (alpha / beta): -7.071 / -7.067 eV
Kohn-Sham gap (alpha / beta): 0.172 / 0.172 hartree
2S+1: 3
⟨S²⟩: 2.0021
Total charge: +2

=====

total charge of number 2 (C49H51BrCl2N5O3STeTm)?
+2

=====

Among the records above, which one has the highest 2S+1?
C49H51BrCl2N5O3STeTm

=====

Which value of 2S+1 does entry 2 give?
3